# 1
C21H35F9N2O23PS3 | the ωB97M-V functional and the def2-TZVPD basis

```
94
Properties=species:S:1:pos:R:3:forces:R:3:mulliken_charge:R:1
P -0.978232 0.331976 -0.659587 0.12 -0.85 -1.02 1.160
F 0.426548 1.066826 -0.968547 1.09 0.18 1.90 -0.352
F -1.577172 1.520566 -1.535697 -1.41 0.19 -0.98 -0.343
F -0.531842 -0.528884 -2.073257 -1.71 -0.25 1.79 -0.397
F -2.494062 -0.338854 -0.503827 1.28 -0.83 -1.23 -0.377
F -0.288092 -0.764944 0.366103 -0.28 0.13 -1.51 -0.358
F -1.405752 1.121146 0.650743 0.91 1.42 1.05 -0.335
C 3.023538 -7.126424 -6.249637 0.21 -0.09 -0.47 -1.053
C 4.417018 -7.485774 -6.835707 -1.65 -2.87 -2.50 0.796
O 4.589148 -8.267474 -7.803817 -1.33 1.05 1.30 -0.688
N 5.484978 -6.997904 -6.279057 0.70 1.94 2.96 -0.194
C 6.829148 -7.333164 -6.569197 0.68 -0.07 -1.41 -0.857
H 2.602178 -7.834704 -5.536257 0.73 -0.39 0.16 0.271
H 2.273618 -7.168934 -7.039517 0.31 0.36 -0.25 0.302
H 2.994528 -6.161894 -5.742747 0.13 0.12 -0.22 0.315
H 5.399518 -6.388834 -5.477917 -0.38 -0.05 -0.11 0.212
H 6.862138 -7.820214 -7.543767 -0.04 0.04 0.06 0.324
H 7.280938 -8.024534 -5.857877 0.02 0.26 0.24 0.266
H 7.340988 -6.376134 -6.670247 0.61 -0.29 0.26 0.306
C 3.364848 0.675816 -7.634047 0.12 0.23 0.73 -0.912
C 4.736218 0.146566 -7.060667 -1.63 2.19 -3.02 0.651
O 5.726578 0.028596 -7.775507 -0.54 -0.66 0.73 -0.618
N 4.740818 0.027186 -5.749377 0.29 -1.50 2.26 -0.203
C 5.825538 -0.605414 -5.080757 1.55 1.01 1.81 -0.942
H 2.739108 -0.043124 -8.162877 0.43 -0.37 0.08 0.239
H 3.435738 1.546296 -8.286227 0.72 -0.21 -0.17 0.267
H 2.757798 1.056836 -6.812807 -0.09 -0.23 0.24 0.292
H 4.087788 0.206486 -5.000047 -1.20 0.46 -1.57 0.297
H 5.556878 -0.606984 -4.024387 -0.36 -0.82 0.10 0.352
H 6.621568 0.130026 -4.964257 0.84 -0.38 -0.81 0.313
H 6.170218 -1.591964 -5.390617 -0.18 0.28 -0.36 0.264
C -7.534622 1.015266 -4.127887 -0.02 1.11 0.95 -0.466
C -6.642182 0.509626 -5.247217 -1.27 1.72 0.40 0.345
O -7.549022 0.617876 -6.340497 2.72 0.10 -1.00 -0.282
C -8.769932 0.879796 -5.969887 -5.43 -2.82 -1.85 0.681
O -9.744152 0.730656 -6.740777 3.11 1.51 2.47 -0.586
O -8.896352 0.947456 -4.630007 1.13 -0.08 0.17 -0.311
F -6.285562 -0.758774 -5.054697 0.11 -0.84 -0.19 -0.265
H -7.427752 2.068156 -3.866907 0.64 0.11 -0.40 0.281
H -7.271892 0.509386 -3.198827 -0.92 -0.62 -0.10 0.318
H -5.755792 1.131106 -5.374357 -0.03 -0.21 -0.42 0.285
C -0.823162 4.286236 8.336143 2.39 1.13 1.20 -0.446
C -1.211092 3.127456 7.467243 0.85 2.58 -0.26 0.376
O -2.392272 3.608886 6.912513 -0.30 -0.10 0.04 -0.294
C -2.841872 4.650996 7.694693 -5.50 2.04 -2.52 0.640
O -3.955332 5.167276 7.505833 3.40 -1.85 0.76 -0.578
O -1.949472 5.104836 8.524743 0.05 -0.25 -0.06 -0.278
F -1.427832 2.164416 8.310553 -1.14 -3.46 1.53 -0.287
H -0.034722 4.895176 7.893813 0.13 -0.01 0.13 0.282
H -0.579042 3.965446 9.348853 0.61 -0.24 -0.31 0.262
H -0.434172 2.808506 6.772423 -0.49 0.17 -0.53 0.325
C -2.710522 -5.401364 3.982413 -0.20 1.31 -2.28 -0.401
C -3.231522 -4.250984 4.819233 0.00 -1.79 -1.22 0.350
O -2.530232 -4.375804 6.013253 -0.09 0.68 0.62 -0.295
C -1.452082 -5.157784 5.858043 3.60 1.46 0.87 0.676
O -0.533282 -5.168624 6.705883 -3.60 -1.10 -3.80 -0.532
O -1.467062 -5.575584 4.496773 3.21 -1.34 3.61 -0.333
F -4.495942 -4.516774 5.058923 -2.71 0.36 0.78 -0.291
H -2.552942 -4.996544 2.982733 -0.14 -0.23 -0.29 0.244
H -3.278852 -6.322374 3.852603 -0.36 0.10 0.77 0.270
H -3.153142 -3.332824 4.237053 0.30 0.57 0.92 0.312
C -10.146332 0.225096 2.572503 0.81 -0.13 -0.65 -0.271
C -11.395792 0.244876 1.673643 -0.30 -0.13 -0.36 -0.180
O -12.462322 -0.216894 2.500533 -0.13 1.02 1.09 -0.356
S -12.067002 -0.068174 4.114093 -3.13 -3.39 -2.23 1.097
O -12.855092 -1.174404 4.676933 2.57 2.31 -0.42 -0.530
O -12.253952 1.252186 4.595933 0.68 0.09 -0.01 -0.504
O -10.559052 -0.437544 3.753983 -0.12 -0.06 2.06 -0.293
H -9.669452 1.178446 2.800113 -0.50 0.21 0.05 0.270
H -9.353202 -0.406024 2.171613 -0.16 -0.03 -0.10 0.258
H -11.327692 -0.463464 0.847993 0.15 -0.13 0.15 0.250
H -11.636932 1.202826 1.212893 0.12 0.23 0.40 0.257
C 2.543028 7.310026 2.324283 0.38 -0.27 -1.50 -0.268
C 2.919718 8.415906 1.317663 0.19 0.55 0.43 -0.257
O 4.300108 8.798676 1.538263 0.63 -1.16 2.12 -0.355
S 4.939748 7.997386 2.920573 -0.86 1.03 0.11 1.096
O 5.439008 8.845996 3.976783 -1.52 -0.12 -1.56 -0.533
O 5.819718 6.974176 2.531263 0.63 -0.76 -1.15 -0.498
O 3.554718 7.305236 3.337623 -0.53 0.69 0.32 -0.310
H 2.533908 6.363156 1.784423 0.33 -0.24 0.32 0.276
H 1.516788 7.450366 2.663753 0.42 0.21 0.79 0.310
H 2.295238 9.293746 1.483553 0.16 0.12 -0.02 0.249
H 2.802678 8.095846 0.282303 0.17 -0.09 0.13 0.289
C 7.548598 -0.820454 2.410153 -0.67 -0.16 0.13 -0.305
C 7.917178 0.616396 2.424013 -3.44 0.21 -0.50 -0.336
O 9.096198 0.639826 3.051623 4.88 0.84 1.74 -0.331
S 10.145828 -0.564354 2.534803 -2.09 0.50 -0.76 1.083
O 10.723628 -1.236124 3.707173 -0.83 1.86 -2.94 -0.486
O 10.894118 -0.110044 1.327363 -1.76 -1.54 3.76 -0.499
O 8.799238 -1.388824 2.054713 1.58 -1.82 -1.17 -0.347
H 6.669428 -0.930144 1.775233 0.78 -0.68 -1.22 0.321
H 7.172138 -1.308974 3.308893 0.56 0.53 0.67 0.279
H 7.125328 1.147606 2.952103 0.45 0.38 0.55 0.333
H 7.890108 1.044396 1.421923 0.53 -0.13 -0.27 0.289
```
Forces are in eV/Å.

Total charge ... -1
2S+1 ... 1
HOMO-LUMO gap ... 9.729 eV
HOMO level ... -8.36 eV



# 2
C3H9NO2 | the ωB97M-V functional and the def2-TZVPD basis

```
15
Properties=species:S:1:pos:R:3:forces:R:3:nbo_charge:R:1
C 0.496769 1.353688 -0.719808 -1.21 1.34 -0.41 -0.433
C 0.813380 -0.105217 1.016044 0.09 -0.36 0.44 -0.343
C 1.498815 -1.135511 0.165128 -0.58 -2.20 -1.28 0.423
H -2.796678 -1.071563 -0.839748 0.22 -0.35 0.03 0.466
H -3.687556 -0.215890 -0.049289 -0.66 0.64 0.33 0.469
H 0.970029 0.660538 -1.405538 0.20 0.06 -0.23 0.190
H 1.262375 1.974368 -0.223319 -0.35 -0.04 -0.42 0.186
H -0.202457 2.013436 -1.319617 0.82 -0.62 0.74 0.199
H -0.878357 -0.019011 -0.127464 0.27 0.37 0.66 0.378
H 0.519258 -0.665337 1.962696 0.02 0.69 -1.03 0.237
H 1.700194 0.523069 1.318209 -1.13 0.00 -0.03 0.212
H 2.384428 -1.563664 0.729108 -0.31 0.09 -0.77 0.104
N -0.250622 0.650499 0.341930 1.26 -0.43 -0.11 -0.610
O -2.950045 -0.800089 0.072118 0.36 -0.44 -0.46 -0.929
O 1.120469 -1.599323 -0.920454 0.98 1.24 2.54 -0.549
```
Forces are in eV/Å.

2S+1 ... 1
SMILES ... CNCC=O.O
HOMO-LUMO gap ... 9.798 eV
HOMO level ... -9.02 eV
ΔE to the lowest compared entry with this formula, charge and spin ... 208.5 kJ/mol



# 3
C16H11Co2NO8S | the ωB97M-V functional and the def2-TZVPD basis

```
39
Properties=species:S:1:pos:R:3:forces:R:3:nbo_charge:R:1
O -2.583098 1.425322 -1.651632 1.10 0.15 0.80 -0.561
C -1.460948 1.263157 -1.403724 -1.18 -0.53 -1.86 0.499
Co 0.197116 0.832609 -1.034402 0.94 -0.89 -0.76 -0.003
C 1.212113 2.206198 -1.483508 0.48 2.36 -0.40 0.499
O 1.807028 3.137514 -1.823758 -0.44 -1.25 0.34 -0.528
C 0.313978 0.474525 0.643104 0.92 -0.82 3.40 0.483
O 0.388218 0.128894 1.750621 -0.51 0.33 -1.91 -0.569
C 0.162732 -1.174138 -1.444799 -2.05 0.96 -0.99 -0.287
C -1.139237 -1.759186 -1.172870 -0.53 -0.88 -0.15 -0.081
C -1.716341 -1.865335 0.118691 -0.12 -0.06 -0.52 -0.155
C -3.083443 -2.105101 0.242595 0.21 -0.23 -0.20 -0.230
C -3.869732 -2.330607 -0.894247 0.00 0.03 -0.19 -0.259
C -3.277632 -2.356789 -2.160407 0.14 -0.27 0.31 -0.217
C -1.909034 -2.141754 -2.289448 -0.30 0.31 0.31 -0.226
C 0.874981 -1.060108 -2.690243 -3.70 1.35 -1.10 -0.139
C 0.613690 -0.595318 -3.921233 0.39 -0.47 0.19 -0.545
Co 1.917856 -1.487769 -1.348338 4.38 -0.60 1.54 -0.121
C 2.106126 -2.004021 0.353105 0.98 -0.94 1.66 0.590
O 2.392307 -2.415541 1.395394 -0.79 0.70 -1.54 -0.525
C 3.221461 -0.216311 -1.453275 1.26 0.65 0.56 0.521
O 4.181719 0.427537 -1.417570 -1.38 -0.74 -0.31 -0.541
C 2.619974 -2.865057 -2.227790 0.56 -1.13 -0.08 0.569
O 3.055492 -3.772532 -2.801916 -0.57 1.10 0.45 -0.559
H -1.096422 -1.738345 1.007817 -0.22 0.21 -0.32 0.216
H -3.547751 -2.117036 1.230903 0.16 -0.04 -0.25 0.202
H -4.938213 -2.513502 -0.795159 0.15 0.12 0.02 0.191
H -3.865810 -2.545778 -3.058862 0.00 -0.06 0.26 0.192
H -1.424221 -2.192807 -3.266214 -0.19 0.18 0.29 0.213
H 1.432470 -0.492903 -4.635904 -0.32 0.09 -0.10 0.181
H -0.410159 -0.312038 -4.207973 0.52 -0.06 0.05 0.189
C 1.238555 3.872664 5.413171 -0.07 0.52 0.55 -0.886
S 0.431042 3.366834 3.914332 1.59 -1.62 -0.47 2.280
N 1.362136 2.125907 3.691829 -0.77 -0.24 -0.31 -1.312
O -0.972695 3.097270 4.226663 -0.24 0.14 0.12 -1.040
O 0.633004 4.442718 2.945127 -0.36 0.49 0.15 -1.039
H 0.682133 4.681831 5.880459 -0.04 0.18 0.08 0.190
H 1.286678 3.000155 6.065200 -0.07 0.17 -0.05 0.222
H 2.246167 4.199924 5.159156 -0.07 -0.03 -0.01 0.219
H 0.917750 1.378914 3.145124 0.17 0.82 0.41 0.364
```
Forces are in eV/Å.

Total charge ... -2
2S+1 ... 1
HOMO-LUMO gap ... 5.972 eV
HOMO level ... -1.40 eV
ΔE to the lowest compared entry with this formula, charge and spin ... 86.4 kJ/mol



# 4
C4H34N2O13 | the ωB97M-V functional and the def2-TZVPD basis

```
53
Properties=species:S:1:pos:R:3:forces:R:3:nbo_charge:R:1
C 4.061327 1.189487 0.046041 -0.56 0.08 0.46 -0.615
C 2.839407 0.624425 -0.660108 -0.63 1.26 -0.72 -0.052
C 1.732060 0.259994 0.352025 0.71 -0.25 0.76 -0.526
C 1.530521 -1.225151 0.582903 -0.94 0.75 -1.44 0.731
N 1.580689 -2.015644 -0.525649 -0.44 -0.54 1.21 -0.812
O 1.218434 -1.704482 1.668662 0.36 0.18 0.57 -0.708
N 2.427764 1.658768 -1.630119 0.38 -0.29 -0.06 -0.858
H 3.734126 2.106276 0.550492 0.05 0.19 -0.28 0.207
H 4.840865 1.431524 -0.662366 0.31 -0.09 0.03 0.227
H 4.399167 0.596618 0.890557 0.33 -0.52 -0.25 0.216
H 3.036884 -0.195490 -1.340845 0.46 -0.62 0.50 0.198
H 1.976741 0.655046 1.337666 0.02 0.24 -0.02 0.208
H 0.789514 0.745504 0.094761 -0.19 -0.39 -0.21 0.261
H 1.065056 -2.850834 -0.278147 0.18 -0.42 -0.46 0.403
H 1.325353 -1.674935 -1.435941 0.23 0.31 -0.12 0.413
H 2.559485 2.616124 -1.344259 -0.32 -0.01 0.20 0.367
H 1.540925 1.469306 -2.066212 -0.08 0.24 0.03 0.354
H -2.540020 -0.538885 -1.032892 -0.11 0.10 -1.44 0.489
H -1.740039 -0.290100 0.038686 1.16 0.33 1.33 0.500
O -1.585864 -0.458443 -0.894820 -0.69 -0.31 -0.03 -1.002
H 0.453076 -4.721909 1.187834 0.07 0.07 0.20 0.474
H 0.126406 -3.306564 1.760506 0.27 -0.04 -0.33 0.506
O -0.237124 -4.056255 1.259826 -0.15 -0.28 -0.18 -0.988
H -2.260464 -3.332904 1.783506 0.12 0.05 -0.07 0.492
H -1.764399 -3.003753 3.169071 -0.07 -0.04 0.10 0.467
O -2.238684 -2.617004 2.428563 -0.26 -0.13 0.20 -0.957
H -3.722260 0.622166 -3.345015 0.05 0.02 -0.18 0.470
H -4.054373 1.814002 -2.423462 0.28 -0.09 0.20 0.501
O -3.877482 0.861250 -2.429657 -0.23 -0.17 0.02 -0.977
H -1.148715 -0.104958 2.505974 -0.30 -0.09 0.18 0.494
H -2.641598 -0.431319 2.291599 0.18 -0.28 0.09 0.494
O -1.906741 0.072385 1.932794 0.08 0.70 -0.41 -0.980
H 0.627289 -0.814961 3.196951 0.25 0.57 -0.27 0.498
H 0.327303 -1.156532 4.566632 -0.23 0.45 0.54 0.473
O 0.292542 -0.368682 4.005166 -0.14 -1.21 -0.38 -0.977
H 0.661733 -4.125043 -3.316065 0.18 0.12 -0.14 0.477
H -0.278058 -3.504801 -2.323445 -0.07 0.25 0.00 0.479
O 0.450222 -3.274924 -2.914890 -0.24 -0.30 0.11 -0.952
H -0.837261 -0.407903 -3.752558 -0.25 0.06 0.09 0.473
H -0.560099 -0.702931 -5.193931 -0.08 0.06 -0.17 0.470
O -1.099842 -0.129775 -4.639155 0.26 -0.16 0.21 -0.942
H -0.813596 1.539786 -1.789438 -0.45 -0.14 0.07 0.493
H -0.360115 3.000866 -1.955818 0.06 -0.01 -0.09 0.464
O -0.990488 2.441475 -1.489792 0.62 -0.24 -0.32 -0.950
H -1.325994 3.442081 0.937615 -0.30 0.70 0.29 0.470
H -0.172751 3.205608 0.176037 0.30 0.70 -0.21 0.472
O -0.573285 3.971127 0.628032 -0.06 -1.11 0.23 -0.948
H 1.704718 1.033234 4.367440 -0.40 -0.37 -0.43 0.496
H 2.648505 0.886794 3.120396 -0.40 -0.15 -0.01 0.456
O 2.595437 1.144262 4.038506 1.17 0.64 0.49 -0.956
H -2.652827 3.930696 -1.876791 0.27 -0.43 -0.12 0.483
H -3.751191 4.133823 -0.901806 -0.34 -0.17 0.05 0.473
O -3.464299 3.511537 -1.578819 -0.41 0.76 0.15 -0.949
```
Forces are in eV/Å.

2S+1 ... 1
HOMO-LUMO gap ... 9.431 eV
HOMO level ... -9.45 eV
ΔE to the lowest compared entry with this formula, charge and spin ... 250.5 kJ/mol



# 5
C4H11NO | the ωB97M-V functional and the def2-TZVPD basis

```
17
Properties=species:S:1:pos:R:3:forces:R:3:nbo_charge:R:1
C 0.806404 -0.300548 1.954285 0.40 0.16 0.07 -0.426
N 1.105431 0.479888 0.732525 -1.19 -0.28 0.30 -0.625
C -0.092669 1.261026 0.293033 1.20 -0.17 -0.29 -0.225
C -1.002973 0.443184 -0.648950 -0.19 0.58 0.70 -0.445
C -0.294472 -0.395545 -1.712001 -0.38 -0.25 0.89 -0.076
O 0.203524 -1.618407 -1.164252 0.31 0.01 0.51 -0.755
H 1.747719 -0.514638 2.461363 -0.01 -0.17 0.02 0.196
H 0.301368 -1.244248 1.732094 -0.07 -0.04 0.07 0.178
H 0.196695 0.257723 2.665794 -0.02 0.13 -0.12 0.183
H 1.184080 -0.268551 0.049989 0.61 0.34 -0.13 0.363
H 0.272619 2.180224 -0.173964 0.02 -0.16 -0.43 0.185
H -0.571985 1.639687 1.194850 -0.48 -0.28 -0.05 0.192
H -1.664508 1.115080 -1.201890 -0.12 0.11 0.18 0.209
H -1.623097 -0.181033 -0.001738 -0.12 -0.27 -0.34 0.209
H -1.047689 -0.645273 -2.454950 0.30 0.28 -0.50 0.179
H 0.563704 0.173792 -2.066477 -0.12 0.01 -0.63 0.176
H -0.084151 -2.382361 -1.659711 -0.12 0.00 -0.25 0.482
```
Forces are in eV/Å.

2S+1 ... 1
SMILES ... CNCCCO
HOMO-LUMO gap ... 9.432 eV
HOMO level ... -8.63 eV
ΔE to the lowest compared entry with this formula, charge and spin ... 149.7 kJ/mol



# 6
C8H6I2O3 | the ωB97M-V functional and the def2-TZVPD basis

```
19
Properties=species:S:1:pos:R:3:forces:R:3:nbo_charge:R:1
C -1.375979 1.178608 0.942852 -3.04 1.96 1.20 -0.274
C -1.034191 -0.571963 -0.562489 -1.19 -1.48 -1.45 -0.255
C -0.054127 1.356255 1.098293 5.08 -0.38 -0.72 -0.264
C 0.336628 -0.503029 -0.458847 0.98 1.93 2.36 -0.249
C -1.944722 0.206595 0.124774 2.77 0.56 0.65 0.283
C 0.847155 0.510374 0.423745 -0.06 -1.99 -0.88 0.293
C 2.989888 0.263287 -1.692646 -1.45 0.56 2.01 0.323
C 3.255458 -0.106907 -0.232247 -2.67 2.58 2.72 -0.140
O 2.069198 0.936226 -2.062164 1.10 -0.45 -0.41 -0.459
O -3.257652 0.007262 0.000713 -2.25 3.18 1.05 -0.646
O 2.255406 0.644046 0.713663 0.06 -1.76 -2.14 -0.570
I 3.463147 -2.221036 0.159979 -0.01 0.68 -0.14 0.219
I 5.009649 1.060804 0.202574 0.00 -0.42 -0.02 0.243
H -2.030127 1.931108 1.485405 0.50 -1.06 -0.66 0.204
H -1.527738 -1.257491 -1.261360 0.53 -0.12 0.19 0.220
H 0.612876 2.103525 1.588580 -1.76 -0.02 0.34 0.243
H 1.064287 -1.172110 -0.894778 -0.68 -0.14 -0.44 0.214
H 3.833573 -0.139263 -2.153921 1.32 -0.58 -2.49 0.133
H -3.663191 0.905828 0.372049 0.79 -3.05 -1.19 0.482
```
Forces are in eV/Å.

2S+1 ... 1
HOMO-LUMO gap ... 7.392 eV
HOMO level ... -8.05 eV
ΔE to the lowest compared entry with this formula, charge and spin ... 0.0 kJ/mol



Question: Number 6 is which compound?
Answer: C8H6I2O3



Question: What is the formula in the sixth record?
Answer: C8H6I2O3



Question: Number 6 is which compound?
Answer: C8H6I2O3